Record 1
The following is a quantum chemistry calculation of a single C4H10O molecule, from the OMol25 dataset.

Last column: Mulliken charge in e.
Positions of all 15 atoms, in Å:
C 1.77717 1.25013 0.41044  -1.244
C 0.89302 -0.00177 0.48203  -0.307
C -0.50428 0.18214 -0.14889  -0.423
C -1.25140 -1.14275 -0.42528  -0.540
O -2.34196 -1.04474 -1.32007  -0.534
H 1.90271 1.58514 -0.62563  0.331
H 1.36379 2.08894 0.98328  0.298
H 2.77844 1.04902 0.81075  0.353
H 1.42759 -0.82651 -0.01109  0.325
H 0.80146 -0.29990 1.53592  0.282
H -0.41635 0.75286 -1.08420  0.325
H -1.12081 0.78442 0.53043  0.233
H -0.56458 -1.87179 -0.86640  0.311
H -1.58464 -1.53440 0.54503  0.275
H -3.16016 -0.97078 -0.81631  0.315

2S+1: 1
Frontier orbital gap (eV): 11.22
Lowest unoccupied orbital energy (eV): 1.01
Net charge: 0
Largest force on an atom (eV Å⁻¹): 0.85
Structure (SMILES): CCCCO
Relative energy (zero: lowest compared OMol25 entry of this formula, charge and spin) (eV): 0.415

Record 2
The following is a quantum chemistry calculation of 2 unconnected molecules or ions with the total composition CHF2NO3, from the OMol25 dataset.

Last column: Mulliken charge in e.
Positions of all 8 atoms, in Å:
C 0.72885 0.10016 -0.98889  0.618
N 3.06826 -0.17193 -0.67591  0.706
O 3.33259 -1.25826 -0.29454  -0.411
O 3.58650 0.87380 -0.83973  -0.414
O 0.34667 0.14251 0.28615  -0.398
F 0.41258 1.26640 -1.65050  -0.205
F 0.39650 -0.94672 -1.70813  -0.188
H -0.57143 0.09712 0.35633  0.292

2S+1: 1
Frontier orbital gap (alpha / beta) (eV): 8.76 / 9.45
Lowest unoccupied orbital energy (alpha / beta) (eV): -0.83 / -0.36
Net charge: 0
Largest force on an atom (eV Å⁻¹): 3.49
Relative energy (zero: lowest compared OMol25 entry of this formula, charge and spin) (eV): 2.732

Record 3
The following is a quantum chemistry calculation of a molecular structure, C12H21N3O5Pd, from the OMol25 dataset.

Last column: Löwdin spin population.
Positions of all 42 atoms, in Å:
Pd 0.15809 0.72132 0.05067  1.415
O -2.17034 1.16725 0.25088  0.050
C -2.35222 2.08903 1.33653  0.005
C -1.12110 2.33976 2.23887  0.009
N 0.19843 2.22542 1.60108  0.103
C 0.59518 3.44817 0.88016  0.002
C -0.16588 3.58675 -0.43955  0.008
O -0.57132 4.67125 -0.79753  0.011
O -0.29796 2.46994 -1.09556  0.154
C 1.26761 1.78381 2.51417  0.008
C 2.44681 1.08253 1.79916  0.009
O 3.51447 1.09903 2.37569  0.016
O 2.17797 0.46897 0.69285  0.126
H -1.95262 1.71374 -0.53056  -0.001
H -3.12315 1.65649 1.97277  0.000
H -2.73639 3.03038 0.94450  0.000
H -1.14441 1.63562 3.06882  0.000
H -1.23742 3.34505 2.65985  0.003
H 1.65229 3.35594 0.62315  -0.001
H 0.45364 4.33785 1.49688  0.002
H 0.85984 1.03934 3.20023  0.000
H 1.65760 2.61427 3.10558  0.003
C -0.19726 -2.27075 0.15173  0.010
C -0.15291 -3.71402 -0.42263  0.005
N 0.08438 -3.67577 -1.86358  0.000
C -0.96443 -2.88699 -2.50419  0.002
C -0.92952 -1.42643 -1.98354  0.003
N 0.10165 -1.30956 -0.93145  0.053
C 1.42929 -1.62794 -1.50777  0.000
C 1.38394 -3.05153 -2.12063  0.001
H 0.54223 -2.12891 0.94143  0.002
H -1.18181 -2.02697 0.55414  0.001
H -1.09221 -4.23701 -0.23959  0.000
H 0.64527 -4.29435 0.04061  0.000
H -1.92467 -3.35812 -2.29012  0.000
H -0.81221 -2.92270 -3.58328  0.000
H -1.88461 -1.12170 -1.55420  0.000
H -0.67891 -0.71783 -2.77269  0.000
H 2.16443 -1.53312 -0.71071  0.000
H 1.65907 -0.86939 -2.25548  0.000
H 2.16166 -3.68708 -1.69683  0.000
H 1.53750 -3.02175 -3.19991  0.000

2S+1: 3
Frontier orbital gap (alpha / beta) (eV): 8.79 / 7.52
Lowest unoccupied orbital energy (alpha / beta) (eV): 0.33 / -1.36
Net charge: 0
Expectation value of S²: 2.00
Largest force on an atom (eV Å⁻¹): 0.48
Relative energy (zero: lowest compared OMol25 entry of this formula, charge and spin) (eV): 0.119

Q: Among the records above, which one has the highest largest force on an atom?
A: CHF2NO3